Computed, not measured: a structure of composition C31H91K4O22P in a non-equilibrium geometry, with ωB97M-V/def2-TZVPD.

Summary:
LUMO level: -0.28 eV
E_tot: -5632.3362 hartree
HOMO-LUMO gap: 7.33 eV

Structure (ORCA input):
```
! RIJCOSX wB97M-V def2-TZVPD def2/J DEFGRID3
* xyz 0 1
O 14.32019 5.96639 -17.40143
H 22.23956 11.13076 -20.95288
H 17.77847 13.97359 -18.28835
H 17.99182 4.81732 -12.38861
C 18.53249 11.81165 -11.51687
C 20.76022 2.71644 -17.42784
H 18.19459 8.37563 -23.50074
H 16.40936 7.53739 -21.64263
H 13.65619 8.55166 -18.46108
H 22.19565 14.54388 -15.13243
O 24.95825 8.21205 -15.44037
C 18.17204 5.84600 -12.07647
O 18.98348 6.56915 -13.05775
H 16.95095 5.87403 -14.98271
C 14.67496 3.74547 -14.49890
O 20.29779 11.36628 -20.27271
O 16.86434 9.49244 -21.38514
H 16.50736 11.82025 -11.35653
O 16.69556 4.95045 -14.92460
O 14.47201 9.15523 -15.16458
C 19.05855 5.90735 -10.81386
H 16.54312 2.95959 -20.83521
H 22.24476 11.17372 -13.44120
C 14.05170 10.39859 -15.65864
C 16.41726 8.43928 -22.25469
H 13.20455 11.04720 -13.77529
H 16.55770 12.04786 -17.86092
O 23.35422 8.21338 -16.93144
H 23.29530 3.01920 -13.96598
H 19.32897 3.79749 -16.35366
H 22.52962 5.19682 -15.25060
C 24.01835 7.62508 -15.92419
H 12.35152 9.86878 -20.11695
H 19.12138 9.83683 -14.90268
O 18.64607 7.75358 -17.28130
H 16.85395 7.41540 -24.07140
H 22.40318 10.79846 -18.75205
H 13.65597 12.40474 -14.82124
H 13.87395 10.64591 -20.66688
C 13.92782 11.39527 -14.51274
H 18.41430 6.74295 -13.81102
H 17.84462 11.30072 -15.98940
H 16.04818 14.33498 -17.80760
H 21.37432 6.11891 -21.57045
C 17.04009 3.87679 -21.15121
O 18.56927 2.84362 -18.02670
H 20.87816 3.44973 -18.22563
O 18.72259 7.10986 -19.71656
H 13.05604 6.32801 -15.83060
C 20.31307 6.35657 -21.49720
H 11.87335 4.41123 -16.02895
H 20.61782 4.40542 -13.45985
O 17.60079 7.27192 -15.00661
H 20.27249 13.64015 -16.32450
H 22.47780 16.42240 -16.40168
H 14.12509 8.20273 -20.18863
O 17.96464 12.15832 -16.40377
C 15.41652 5.06413 -14.43381
K 16.72394 8.94023 -13.26632
C 19.37392 2.80360 -16.79892
H 15.53564 5.38319 -13.39839
O 21.72517 4.70215 -15.07804
H 12.48236 6.79286 -17.44837
H 20.32543 10.61681 -11.03383
H 18.05029 3.77361 -20.75504
C 16.72097 4.28171 -22.58808
H 19.05335 9.63585 -11.62726
C 21.42946 10.53753 -20.52873
H 19.89088 15.19498 -17.09981
C 17.11002 8.36873 -23.60913
H 15.21513 2.97800 -13.94455
C 13.37035 10.14176 -19.84206
C 19.93029 6.45661 -20.02012
K 20.66075 7.43220 -15.52182
H 21.39078 14.44412 -17.49566
H 22.08466 12.58848 -14.29394
C 12.38372 4.66898 -16.95695
H 13.66660 3.86253 -14.10191
H 14.91174 11.55455 -14.07157
H 19.90590 5.23023 -10.92160
H 22.32096 5.07220 -13.20974
H 21.07797 9.61397 -18.67971
H 22.35044 2.71628 -12.57115
O 17.66701 9.73202 -15.88023
H 14.83296 6.70228 -17.05918
H 19.75629 5.52159 -21.92252
H 20.36239 12.24204 -20.66061
H 16.94783 5.71229 -20.57514
O 21.70587 16.45102 -15.83168
H 19.10891 2.06885 -16.03864
H 21.18937 9.64218 -21.10215
H 15.71476 8.85130 -18.20191
C 20.68795 14.58512 -16.67453
C 21.67074 4.37658 -13.74025
H 14.51013 3.45671 -15.53695
H 14.88018 5.91592 -14.85203
H 20.08019 7.23088 -22.10501
H 17.20099 6.33664 -12.00985
O 20.00178 9.90452 -14.52598
H 18.95698 12.22450 -12.43200
C 21.96857 9.91981 -19.22870
H 17.17641 3.57172 -23.27843
H 13.05691 3.81184 -16.97227
K 17.33170 5.42399 -17.52401
C 21.35200 15.15914 -15.44519
H 19.01437 10.25778 -10.04767
H 17.38001 14.86656 -16.82699
O 16.02828 7.97941 -16.89648
K 18.41336 10.13700 -18.49986
H 11.81193 4.48350 -17.86620
C 20.53396 11.13470 -14.94759
P 17.47584 8.20359 -16.31402
H 16.79279 9.20934 -24.22625
H 20.78260 7.04101 -19.67348
O 16.44628 4.91787 -20.37777
C 22.26147 2.99349 -13.62155
H 18.46040 5.54593 -9.97739
O 23.63553 6.55707 -15.44036
H 18.72633 7.22684 -18.76372
H 14.81379 10.81818 -16.31534
H 15.35331 8.49906 -22.48390
C 21.95571 11.51538 -14.43509
O 17.21424 11.34275 -11.79688
H 21.53780 2.88984 -16.68393
H 22.65029 9.07466 -19.32398
H 14.98882 8.75866 -15.86974
H 13.16927 10.29024 -16.28926
H 19.90676 5.53396 -19.44024
H 19.82772 11.90578 -14.63974
H 20.43583 11.01520 -16.02656
C 17.05094 14.05922 -17.48122
H 15.66377 4.17898 -22.83279
C 13.01536 6.03160 -16.87874
H 16.48381 9.29445 -20.52630
H 21.02029 1.78005 -17.92144
H 21.61956 2.24457 -14.08542
C 19.23783 10.55557 -11.07212
H 13.39657 10.98019 -19.14603
H 22.70214 11.06743 -15.09106
H 18.55611 1.94839 -18.37310
H 24.10704 8.80834 -16.96144
H 17.11560 5.21670 -22.98578
H 19.37719 6.93922 -10.66613
H 16.03875 12.57047 -16.21896
C 16.79403 12.67101 -16.99841
H 18.43934 12.49817 -10.67538
O 15.45683 9.32738 -18.99464
C 14.08560 8.93838 -19.38528
H 20.65718 15.19478 -14.60611
*
```